Entry w
Computed, not measured: 2 unconnected molecules or ions with the total composition C19H21NO5, with ωB97M-V/def2-TZVPD.

* HOMO-LUMO gap: 0.24267 Eh

```
! wB97M-V def2-TZVPD RIJCOSX def2/J DEFGRID3
* xyz 0 1
C 4.23803 2.25444 -1.48277
C 3.74490 1.83013 -0.12394
O 2.31120 2.02471 -0.08596
C 1.70378 1.60528 1.04138
C 0.28096 1.81522 0.98540
N -0.38315 2.06814 2.15055
O -1.46337 2.75275 2.07377
O -0.04362 1.57684 3.25604
O 2.31979 1.03898 1.94125
H 5.31910 2.05190 -1.47920
H 3.73601 1.65780 -2.25741
H 4.05012 3.32153 -1.67976
H 3.97585 0.76664 0.02938
H 4.23178 2.44651 0.64172
H -0.08576 2.35028 0.12250
C -6.36842 0.71763 -0.00141
O -5.63726 0.62013 1.23414
C -4.39975 0.07199 1.20605
C -3.63473 0.13139 2.39648
C -2.30808 -0.19377 2.37620
C -1.63207 -0.59742 1.17739
C -0.20959 -0.57308 1.17102
C 0.58880 -1.17079 0.14080
C 1.74428 -1.92055 0.47299
C 2.58989 -2.42283 -0.49681
C 2.32935 -2.19731 -1.85506
C 3.24477 -2.76080 -2.90961
C 1.20267 -1.44102 -2.19312
C 0.34742 -0.94243 -1.22737
C -2.48260 -0.88093 0.07226
C -3.82052 -0.51633 0.06437
H -7.28537 1.19892 0.32573
H -5.85578 1.34735 -0.74306
H -6.57116 -0.27933 -0.41573
H -4.11273 0.47149 3.31479
H -1.73532 -0.17712 3.30362
H 0.26737 -0.46785 2.13919
H 1.93648 -2.12840 1.52330
H 3.44809 -3.05584 -0.23801
H 2.78913 -2.69177 -3.90408
H 4.15904 -2.15214 -2.91179
H 3.52661 -3.80967 -2.72594
H 0.95487 -1.31863 -3.24756
H -0.52331 -0.37429 -1.53888
H -2.07990 -1.39220 -0.80044
H -4.40782 -0.65558 -0.84241
*
```

Entry x
Computed, not measured: C19H21NO5 in the gas phase, with ωB97M-V/def2-TZVPD.

* HOMO-LUMO gap: 0.31038 Eh

```
! wB97M-V def2-TZVPD RIJCOSX def2/J DEFGRID3
* xyz 0 1
C 5.39148 3.30823 0.64718
O 4.12784 2.98118 1.17048
C 3.11302 2.71789 0.29997
C 1.88199 2.39063 0.87323
C 0.79486 2.10780 0.08246
C 0.89530 2.14178 -1.31076
O -0.27220 1.84759 -1.97847
C -0.31721 1.75112 -3.39022
C -0.34206 0.29745 -3.88412
C 0.80803 -0.56737 -3.34594
C 0.41330 -1.53125 -2.22801
O 0.81293 -2.67579 -2.21352
N -0.39318 -0.97065 -1.29241
C -0.94143 -1.54823 -0.14528
C -0.67484 -2.85489 0.25645
C -1.27220 -3.35830 1.39395
C -2.12874 -2.57821 2.15922
C -2.37074 -1.25600 1.77774
C -1.78827 -0.75667 0.62357
O -3.17248 -0.41684 2.51340
C -3.44043 -0.90278 3.80938
C -3.80814 -2.38502 3.75109
O -2.71891 -3.13680 3.26934
C 2.11506 2.46606 -1.88068
C 3.21433 2.75229 -1.08244
H 5.35446 4.22347 0.04700
H 6.03464 3.47132 1.51044
H 5.80011 2.49237 0.04195
H 1.80548 2.36320 1.94796
H -0.15389 1.85857 0.52961
H 0.51147 2.29231 -3.85079
H -1.24810 2.24573 -3.69003
H -0.29615 0.33270 -4.97375
H -1.29784 -0.15643 -3.61484
H 1.22660 -1.18201 -4.14361
H 1.61513 0.06086 -2.96199
H -0.61804 0.01219 -1.41025
H -0.01279 -3.46802 -0.33007
H -1.08769 -4.37184 1.71130
H -2.01106 0.26014 0.33865
H -4.26361 -0.30372 4.20169
H -2.55467 -0.77703 4.44756
H -4.04170 -2.77502 4.74289
H -4.67666 -2.51386 3.08966
H 2.25253 2.50732 -2.95051
H 4.14509 2.99884 -1.56814
*
```

Stability, lowest: entry w

Entry w
Computed, not measured: C3H5BrO in the gas phase, with ωB97M-V/def2-TZVPD.

* HOMO-LUMO gap: 0.40453 Eh

```
! wB97M-V def2-TZVPD RIJCOSX def2/J DEFGRID3
* xyz 0 1
C -0.39169 -1.22459 -0.41027
C 0.47078 0.02463 -0.10760
Br 2.31258 -0.31328 0.18273
C -0.06667 1.27292 0.58472
O 0.19994 1.18934 -0.87736
H -1.07328 -1.27024 0.41123
H 0.11677 -2.13848 -0.38392
H -1.06976 -1.05589 -1.23944
H -1.06609 1.39276 0.79254
H 0.56742 2.12284 1.04738
*
```

Entry x
Computed, not measured: a molecular structure, C3H5BrO, with ωB97M-V/def2-TZVPD.

* HOMO-LUMO gap: 0.30385 Eh

```
! wB97M-V def2-TZVPD RIJCOSX def2/J DEFGRID3
* xyz 0 1
C -1.41219 -2.08831 -0.02136
C 0.55580 0.26237 0.15921
C 0.11224 1.71084 0.19798
O -0.18749 -0.67945 0.00914
Br 2.49351 -0.12891 0.14139
H -0.63778 -2.81278 0.38007
H -1.35175 -2.10120 -1.10076
H 0.33139 1.89697 -0.86033
H 0.97923 2.07874 0.69290
H -0.88297 1.86172 0.40176
*
```

Stability, lowest: entry x